[1]
An isolated molecule of C5H10N2S at a distorted geometry, computed with the ωB97M-V functional and the def2-TZVPD basis.

Each line ends with the Mulliken charge.
Cartesian coordinates (Å):
S (2.25, -0.10, -2.11)  -0.23
C (0.51, -0.81, -1.94)  -0.68
C (0.29, -1.46, -0.68)  -0.53
C (0.05, -0.37, 0.32)  0.32
N (0.94, 0.01, 1.11)  -0.47
N (0.42, 1.20, 1.78)  -0.43
C (-1.10, 1.06, 1.76)  -0.39
C (-1.13, 0.61, 0.28)  -0.67
H (2.17, 0.44, -0.92)  0.15
H (0.33, -1.54, -2.85)  0.33
H (-0.13, 0.05, -2.16)  0.37
H (-0.57, -2.06, -0.90)  0.29
H (1.07, -2.02, -0.23)  0.30
H (0.95, 1.14, 2.71)  0.28
H (-1.65, 2.04, 1.86)  0.32
H (-1.50, 0.18, 2.45)  0.25
H (-0.84, 1.35, -0.39)  0.33
H (-2.06, 0.28, -0.07)  0.45

## Properties
- Kohn-Sham gap (eV) = 9.78
- relative energy (zero: lowest compared OMol25 entry of this formula, charge and spin) (eV) = 2.425
- SMILES = SCCC1=NNCC1

[2]
A cluster of 2 separate species, C5H10N2S in total at a distorted geometry, computed with the ωB97M-V functional and the def2-TZVPD basis.

Each line ends with the Löwdin spin population.
Cartesian coordinates (Å):
C (1.90, -0.36, 0.22)  0.04
C (-0.90, 0.91, -0.07)  0.58
C (2.82, -1.08, -0.55)  0.01
C (-0.49, 1.18, -1.41)  0.10
C (-2.01, -0.22, 1.79)  0.01
N (1.19, 0.23, 0.89)  0.05
N (-1.64, -0.19, 0.32)  0.40
S (-2.05, -1.37, -0.74)  0.69
H (-0.91, 1.76, 0.53)  0.03
H (3.36, -0.32, -1.19)  0.00
H (2.31, -1.83, -1.02)  0.00
H (3.61, -1.58, 0.17)  0.01
H (-1.19, 0.92, -2.16)  0.02
H (0.37, 0.42, -1.59)  0.04
H (-0.17, 2.27, -1.52)  0.00
H (-2.99, 0.26, 1.90)  0.01
H (-2.09, -1.28, 2.14)  0.00
H (-1.10, 0.27, 2.29)  0.00

## Properties
- Kohn-Sham gap (spin up / spin down) (eV) = 6.29 / 7.45
- multiplicity = 3
- relative energy (zero: lowest compared OMol25 entry of this formula, charge and spin) (eV) = 0.000